# 1
Below is C31H39BN2O4 in the gas phase in a non-equilibrium geometry, with properties calculated with wB97M-V/def2-TZVPD.

Structure (XYZ):
```
77
Properties=species:S:1:pos:R:3:lowdin_charge:R:1
C 5.549 -2.873 -1.240 -0.05
C 5.322 -1.445 -1.299 -0.35
C 6.210 -0.440 -1.550 -0.05
C 5.442 0.733 -1.588 -0.07
C 4.110 0.419 -1.385 -0.10
B 3.318 2.058 -1.312 -0.88
O 3.174 1.661 0.107 -0.03
C 2.197 2.539 0.585 -0.13
C 1.450 3.133 -0.701 -0.29
C 0.050 3.012 -0.251 -0.03
C 1.331 2.540 -2.194 -0.13
O 2.416 1.681 -2.396 0.00
C 2.489 4.250 -1.021 -0.08
O 3.698 3.452 -1.404 0.08
O 4.056 -0.898 -1.173 0.03
H 6.633 -2.978 -1.170 0.08
H 5.112 -3.363 -0.372 0.07
H 5.249 -3.379 -2.162 0.08
H 7.278 -0.525 -1.708 0.10
H 5.808 1.731 -1.733 0.10
H 1.542 2.018 1.289 0.11
H 2.694 3.354 1.147 0.14
H -0.641 3.475 -0.966 0.12
H 1.853 0.283 0.018 0.11
H -0.115 3.417 0.753 0.12
H 0.402 1.983 -2.403 0.11
H 1.359 3.384 -2.915 0.14
H 2.220 4.909 -1.857 0.12
H 2.708 4.894 -0.154 0.12
C -2.598 -6.791 1.030 -0.16
C -1.219 -7.444 0.833 -0.15
C -0.203 -6.294 0.658 -0.16
N -0.992 -5.080 0.587 -0.10
C -0.511 -3.847 0.254 -0.23
C 0.870 -3.590 0.035 0.00
C 1.293 -2.318 -0.315 -0.01
C 0.424 -1.205 -0.335 -0.18
C 0.962 0.194 -0.585 -0.02
C -0.190 1.303 -0.189 -0.28
C -0.586 1.106 1.230 0.01
C -1.755 1.654 1.681 0.00
C -2.672 2.193 0.716 -0.17
N -3.558 3.153 1.064 -0.04
C -4.332 3.913 0.097 -0.13
C -5.128 4.945 0.917 -0.14
C -4.729 4.750 2.393 -0.14
C -3.714 3.599 2.433 -0.14
C -2.578 1.741 -0.645 -0.01
C -1.388 1.213 -1.076 -0.01
C -0.948 -1.502 -0.173 -0.05
C -1.408 -2.769 0.115 -0.03
C -2.419 -5.306 0.682 -0.18
H -3.354 -7.237 0.377 0.10
H -2.924 -6.880 2.073 0.11
H -0.946 -8.071 1.689 0.10
H -1.212 -8.058 -0.076 0.11
H 0.513 -6.271 1.496 0.12
H 0.391 -6.431 -0.259 0.12
H 1.571 -4.415 0.120 0.10
H 2.345 -2.195 -0.570 0.10
H 1.245 0.245 -1.631 0.13
H 0.063 0.515 1.881 0.15
H -1.970 1.735 2.750 0.12
H -3.682 4.412 -0.644 0.14
H -5.009 3.253 -0.472 0.13
H -4.901 5.962 0.575 0.11
H -6.201 4.781 0.773 0.11
H -4.281 5.659 2.806 0.11
H -5.604 4.502 2.999 0.11
H -4.082 2.778 3.070 0.13
H -2.761 3.938 2.874 0.13
H -3.463 1.830 -1.282 0.12
H -1.284 0.701 -2.031 0.15
H -1.713 -0.733 -0.264 0.09
H -2.478 -2.937 0.232 0.09
H -2.909 -5.066 -0.278 0.12
H -2.888 -4.660 1.440 0.12
```

Calculated values
molecular weight: 514.47 g/mol
HOMO energy: -5.649 eV
energy above the lowest of the compared OMol25 structures with the same formula, charge and spin: 457.3 kJ/mol
net charge: 0
Kohn-Sham gap: 0.141 Eh
DFT total energy: -1639.72624 hartree

# 2
Below is C31H39CdN12O4S2 as an isolated structure in a non-equilibrium geometry, with properties calculated with wB97M-V/def2-TZVPD.

Structure (XYZ):
```
89
Properties=species:S:1:pos:R:3:lowdin_charge:R:1
Cd 0.964 -0.851 -0.206 1.28
N 0.556 0.606 -1.942 -0.01
C 1.763 0.666 -2.808 -0.28
C 1.391 0.889 -4.294 -0.13
C 2.511 1.004 -5.370 -0.15
C 3.639 2.031 -5.005 -0.17
N 4.338 1.655 -3.807 0.06
C 4.730 2.463 -2.830 -0.43
N 4.855 2.006 -1.560 0.20
N 5.037 3.752 -3.041 0.20
C 2.639 -0.614 -2.639 -0.55
O 3.691 -0.784 -3.357 -0.03
O 2.309 -1.508 -1.781 -0.17
H -0.256 0.212 -2.409 0.07
H 0.303 1.510 -1.579 0.06
H 2.370 1.501 -2.355 0.14
H 0.754 1.787 -4.410 0.12
H 0.773 0.020 -4.623 0.13
H 2.050 1.343 -6.314 0.12
H 2.924 0.037 -5.568 0.10
H 3.200 3.008 -4.913 0.11
H 4.354 2.079 -5.864 0.13
H 4.231 0.622 -3.612 0.08
H 4.718 1.014 -1.384 0.12
H 4.610 2.642 -0.798 0.07
H 5.107 4.086 -4.025 0.14
H 5.298 4.325 -2.246 0.13
C 0.006 3.009 6.470 -0.06
C 0.578 3.006 5.113 -0.28
C 1.968 3.144 4.956 -0.02
C 2.540 3.085 3.681 -0.06
C 1.724 2.844 2.580 -0.26
C 0.313 2.773 2.700 -0.06
C -0.224 2.829 3.972 -0.04
S 2.372 2.419 0.959 0.59
O 1.355 2.669 -0.035 -0.35
O 3.649 3.118 0.809 -0.35
N 2.496 0.800 0.954 -0.21
C 3.557 0.091 1.505 -0.43
C 4.544 0.577 2.418 -0.01
C 5.636 -0.234 2.772 -0.07
C 5.718 -1.510 2.222 -0.09
C 4.636 -1.946 1.474 -0.18
N 3.586 -1.214 1.144 0.04
H 0.764 3.359 7.200 0.09
H -0.344 2.014 6.755 0.09
H -0.844 3.700 6.515 0.09
H 2.652 3.321 5.814 0.13
H 3.628 3.152 3.522 0.11
H -0.334 2.654 1.857 0.10
H -1.275 2.713 4.133 0.11
H 4.519 1.654 2.631 0.07
H 6.444 0.131 3.423 0.11
H 6.598 -2.138 2.380 0.10
H 4.696 -2.953 1.025 0.11
N 1.308 -3.467 0.193 -0.02
N 0.742 -3.902 1.404 -0.09
C 0.407 -3.043 2.403 -0.79
N -0.013 -3.642 3.547 0.11
S 0.392 -1.337 2.182 0.59
H 0.964 -3.981 -0.644 0.12
H 2.325 -3.571 0.227 0.08
H 0.597 -4.902 1.532 0.15
H 0.207 -4.611 3.677 0.11
H -0.305 -3.105 4.348 0.11
N -7.025 -1.423 0.156 0.15
C -8.265 -1.804 -0.269 -0.18
C -9.579 -1.677 0.218 -0.02
C -10.603 -2.174 -0.589 -0.08
C -10.343 -2.787 -1.858 -0.08
C -9.038 -2.980 -2.287 -0.03
C -8.003 -2.513 -1.505 -0.21
N -6.632 -2.488 -1.769 0.17
C -6.066 -1.803 -0.798 -0.27
C -4.658 -1.496 -0.699 -0.12
C -4.092 -0.782 0.377 0.00
C -2.755 -0.562 0.305 -0.17
N -1.945 -0.980 -0.685 0.00
C -2.479 -1.775 -1.604 -0.15
C -3.836 -2.024 -1.709 0.01
H -6.813 -0.911 1.016 0.16
H -9.740 -1.150 1.131 0.10
H -11.644 -2.151 -0.259 0.10
H -11.221 -3.006 -2.479 0.11
H -8.767 -3.455 -3.215 0.11
H -4.619 -0.430 1.237 0.11
H -2.280 -0.029 1.136 0.09
H -1.794 -2.115 -2.356 0.10
H -4.245 -2.495 -2.576 0.11
```

Calculated values
molecular weight: 820.28 g/mol
HOMO energy: -9.836 eV
energy above the lowest of the compared OMol25 structures with the same formula, charge and spin: 66.2 kJ/mol
net charge: +1
Kohn-Sham gap: 0.276 Eh
DFT total energy: -3126.76604 hartree